# 1
Computed, not measured: a cluster of 10 separate species, C5H29NO9 in total, with ωB97M-V/def2-TZVPD.

## Properties
SMILES: C=C(N)CCC.O.O.O.O.O.O.O.O.O
Kohn-Sham gap, eV: 8.83

```
! wB97M-V def2-TZVPD RIJCOSX def2/J DEFGRID3
* xyz 0 1
C 2.27 -2.56 2.21
C 3.04 -2.36 0.85
C 2.42 -1.33 -0.10
C 1.70 -0.15 0.53
C 2.37 0.60 1.40
N 0.42 0.10 -0.02
H 1.92 -3.60 2.28
H 1.49 -1.81 2.36
H 2.99 -2.49 3.02
H 4.08 -2.07 1.12
H 3.16 -3.36 0.44
H 3.35 -0.87 -0.50
H 1.97 -1.73 -1.01
H 3.41 0.47 1.51
H 1.85 1.40 1.89
H -0.09 0.63 0.70
H -0.26 -0.70 0.05
H -3.04 0.30 0.63
H -2.19 1.64 0.68
O -2.23 0.73 0.98
H 0.42 -0.25 -2.45
H -0.32 -1.47 -2.23
O 0.04 -0.97 -2.97
H -4.69 -0.94 -0.83
H -3.24 -0.85 -1.21
O -3.82 -0.83 -0.43
H -3.48 -1.51 1.82
H -3.23 -0.23 2.59
O -3.65 -1.09 2.67
H -0.57 0.93 3.25
H 0.75 0.87 4.07
O 0.17 1.45 3.58
H -1.73 2.58 -3.13
H -1.38 3.61 -2.18
O -2.13 3.39 -2.78
H -2.16 -1.46 -3.19
H -2.82 -2.69 -2.74
O -3.06 -1.80 -3.03
H 1.14 3.79 -0.43
H -0.05 4.42 -1.22
O 0.25 3.63 -0.76
H 1.02 2.69 -2.29
H 2.16 1.57 -2.35
O 1.76 2.31 -2.79
*
```


# 2
Computed, not measured: a structure of composition C5H2BrF5LaO3S, with ωB97M-V/def2-TZVPD.

## Properties
Kohn-Sham gap, eV: 3.50

```
! wB97M-V def2-TZVPD RIJCOSX def2/J DEFGRID3
* xyz 3 1
O -2.06 1.99 -1.77
C -0.99 1.46 -1.35
O -0.94 0.09 -1.31
C 0.14 -0.15 -0.29
C -0.21 -1.30 0.65
F -1.00 -2.11 -0.07
F -0.90 -0.89 1.70
C 1.06 -2.14 1.13
F 2.17 -1.51 0.79
F 1.00 -2.26 2.45
F 1.01 -3.34 0.57
C 0.58 1.20 0.24
S -0.33 1.88 1.65
Br 2.46 1.51 0.26
O 0.03 2.03 -0.97
H 0.97 -0.50 -0.90
H -0.70 3.05 1.10
La -2.29 1.01 -3.89
*
```


# 3
Computed, not measured: the molecule C5H2ClN, with ωB97M-V/def2-TZVPD.

## Properties
SMILES: N#CC#C/C=C/Cl
Kohn-Sham gap, eV: 9.27

```
! wB97M-V def2-TZVPD RIJCOSX def2/J DEFGRID3
* xyz 0 1
C -0.39 1.77 0.13
C 0.46 0.89 0.56
C 0.31 -0.46 0.13
C 0.27 -1.65 -0.13
C -0.04 -2.89 -0.66
H -1.39 1.55 -0.36
H 1.47 1.32 0.94
N -0.54 -3.98 -0.88
Cl -0.15 3.46 0.26
*
```


# 4
Computed, not measured: the molecule C5H2ClN, with ωB97M-V/def2-TZVPD.

## Properties
SMILES: C#C/C(C#N)=C/Cl
Kohn-Sham gap, eV: 8.52

```
! wB97M-V def2-TZVPD RIJCOSX def2/J DEFGRID3
* xyz 0 1
C 0.22 1.11 -0.74
C -0.33 -0.12 -0.32
C 0.40 -0.68 0.77
C 1.38 -0.82 1.63
C -1.52 -0.77 -0.81
H 1.13 1.50 -0.14
H 1.95 -1.11 2.58
N -2.61 -1.18 -1.03
Cl -0.62 2.07 -1.94
*
```


no.,LUMO level (eV),energy (Ha),molecular weight (g mol⁻¹)
1,-0.067,-939.75900,247.3
2,-15.703,-3919.29021,455.9
3,-0.480,-706.55652,111.5
4,-0.900,-706.52811,111.5